{"formula": "CHN5O", "method": "ωB97M-V/def2-TZVPD", "lumo_energy_ev": 8.37, "charge": -2, "e_homo_ha": 0.0815, "gap_ev": 6.1, "e_above_lowest_ev": 0.374, "elements": ["C", "N", "N", "N", "N", "N", "O", "H"], "positions_angstrom": [[-0.06, 0.16, -0.06], [0.92, -0.58, 0.47], [0.39, 0.80, -1.16], [2.04, -0.41, -0.31], [1.66, 0.37, -1.26], [-1.24, 0.20, 0.74], [-2.60, 0.07, 0.32], [-1.10, -0.62, 1.26]]}